{
  "formula": "C30H31N6O3PRhS",
  "method": "ωB97M-V/def2-TZVPD",
  "e_tot_ha": -2566.028524,
  "total_charge": 1,
  "e_above_lowest_kj_mol": 15.9,
  "elements": ["Rh", "N", "C", "S", "N", "N", "C", "C", "C", "C", "C", "C", "N", "H", "H", "H", "H", "H", "H", "H", "C", "O", "P", "O", "C", "O", "C", "H", "H", "H", "H", "H", "H", "H", "H", "H", "N", "C", "C", "C", "C", "C", "C", "C", "H", "H", "H", "H", "H", "N", "C", "C", "C", "C", "C", "C", "C", "C", "C", "C", "C", "C", "C", "H", "H", "H", "H", "H", "H", "H", "H", "H", "H"],
  "xyz": [[-0.075, -0.359, -0.222], [-3.149, 0.544, -3.158], [-2.373, 0.097, -2.153], [-0.662, 0.345, -2.333], [-2.986, -0.484, -1.156], [-2.114, -0.830, -0.178], [-2.543, -1.518, 0.811], [-1.638, -1.867, 1.912], [-2.078, -2.651, 2.969], [-1.191, -2.930, 3.999], [0.091, -2.413, 3.942], [0.452, -1.641, 2.845], [-0.386, -1.380, 1.851], [-2.740, 0.915, -3.996], [-4.136, 0.352, -3.126], [-3.583, -1.825, 0.844], [-3.092, -3.026, 2.986], [-1.504, -3.541, 4.835], [0.806, -2.592, 4.732], [1.443, -1.213, 2.760], [2.829, 0.215, -2.560], [3.013, 0.610, -1.190], [2.151, -0.021, -0.004], [2.679, 0.829, 1.220], [2.575, 2.265, 1.328], [2.816, -1.431, 0.313], [4.219, -1.521, 0.644], [3.492, 0.842, -3.147], [1.798, 0.367, -2.871], [3.104, -0.832, -2.688], [3.228, 2.549, 2.149], [1.548, 2.541, 1.554], [2.912, 2.736, 0.406], [4.535, -2.527, 0.382], [4.352, -1.349, 1.710], [4.798, -0.792, 0.079], [0.257, -2.324, -0.926], [0.403, -3.397, -1.296], [0.583, -4.728, -1.793], [0.028, -5.065, -3.027], [0.194, -6.353, -3.506], [0.903, -7.285, -2.758], [1.452, -6.941, -1.530], [1.295, -5.657, -1.038], [-0.519, -4.325, -3.595], [-0.229, -6.630, -4.461], [1.029, -8.290, -3.138], [2.002, -7.674, -0.956], [1.717, -5.372, -0.083], [-0.495, 1.417, 0.567], [-0.795, 2.638, 0.481], [-1.435, 3.238, 1.697], [-1.002, 4.459, 2.206], [-1.562, 4.967, 3.369], [-2.567, 4.265, 4.019], [-3.006, 3.050, 3.510], [-2.436, 2.534, 2.358], [-0.555, 3.532, -0.701], [0.457, 3.239, -1.611], [0.676, 4.054, -2.709], [-0.126, 5.168, -2.918], [-1.144, 5.464, -2.024], [-1.354, 4.654, -0.918], [-0.226, 5.013, 1.691], [-1.218, 5.914, 3.764], [-3.012, 4.668, 4.920], [-3.796, 2.508, 4.013], [-2.768, 1.587, 1.950], [1.075, 2.366, -1.452], [1.471, 3.820, -3.406], [0.045, 5.804, -3.776], [-1.776, 6.327, -2.187], [-2.153, 4.887, -0.227]]
}